(1)
137
Properties=species:S:1:pos:R:3:forces:R:3 method="wB97M-V/def2-TZVPD" max_force_ev_per_a=4.536 e_homo_ev=-9.63 gap_ev=6.00 lumo_energy_ev=-3.64 energy_ev=-90135.0198 charge=+1 molar_mass_g_mol=934.0
C 5.1779 3.7720 2.1729 -0.79 -0.33 -1.12
C 4.5163 3.1715 0.8509 0.41 0.70 0.17
C 2.9535 3.0237 0.9382 0.24 0.36 0.85
C 2.4532 1.6731 1.5994 -0.56 1.05 -0.73
C 2.4205 0.5532 0.4978 0.26 0.08 3.51
N 3.7940 -0.0163 0.4369 -0.29 -1.90 -1.78
C 3.6493 -1.3157 -0.1125 -0.93 2.62 0.43
N 4.6889 -2.0365 -0.4014 0.26 -0.38 0.07
C 6.0919 -1.6129 -0.1582 0.85 -0.31 -0.03
N 2.2477 -1.6094 -0.2872 2.21 -0.23 0.46
C 1.7251 -1.3436 -1.6593 -1.29 -1.24 -1.60
O 2.7228 -1.5319 -2.6518 -0.78 0.83 0.73
C 3.1959 -0.2818 -3.2092 1.98 0.50 0.44
C 4.7698 -0.4547 -3.4057 -0.07 0.30 0.12
C 1.6533 -0.8009 0.8260 -1.31 2.61 -0.22
C 0.1196 -0.4283 0.7757 0.38 -1.26 -0.47
C -0.8865 -1.6442 0.7445 -0.60 1.02 1.05
C -2.1693 -1.2744 1.6380 -0.12 -1.14 -1.00
C -3.4704 -1.7495 0.8443 -0.08 1.17 0.57
C -4.0906 -0.4744 0.1365 0.04 -0.62 -0.05
C -5.3378 -0.7605 -0.8034 0.97 -0.51 -0.32
C -5.2160 0.0139 -2.1759 -0.60 0.59 0.12
C -5.9410 1.4230 -2.1962 0.28 -0.38 0.03
C -5.4197 2.4669 -1.1344 -0.72 0.11 -0.69
C -4.0758 3.2063 -1.5072 0.28 0.00 1.17
C -2.8843 2.7530 -0.5467 -0.03 0.16 -1.35
C -1.7431 3.8261 -0.4086 0.24 -0.27 0.50
N -1.8461 4.6466 0.8187 -0.10 0.83 1.34
C -0.9524 4.6411 1.8700 1.11 0.57 2.50
C -1.2914 5.5270 2.9627 -2.21 -0.55 -3.93
C -2.5530 6.1465 2.4297 0.93 -1.24 -0.48
C -2.8464 5.5621 1.1541 0.26 0.88 1.48
C 2.0133 -1.3518 2.2611 0.29 0.54 0.34
O 1.6646 -2.7324 2.4529 -0.47 1.52 0.24
N 2.6027 -3.5880 1.9091 -1.52 -1.02 -1.67
O 1.9892 -4.4267 1.3321 1.72 0.21 0.73
H 6.1088 4.3042 1.8491 -0.76 -0.47 0.70
H 5.4097 2.9335 2.8721 -0.11 0.91 -0.24
H 4.4282 4.4887 2.6061 1.03 -0.60 -0.09
H 5.0650 2.2240 0.6209 -0.67 0.62 -0.10
H 4.7585 3.8945 0.0277 -0.29 -0.73 0.59
H 2.4663 3.2301 -0.0568 0.42 -0.54 0.89
H 2.5913 3.8541 1.6100 0.33 -0.71 -0.69
H 1.4261 1.8952 2.0050 0.87 -0.49 -0.44
H 3.1056 1.4458 2.4812 -0.44 -0.09 -0.70
H 2.0348 1.0825 -0.4122 0.69 -1.04 0.45
H 4.3474 0.0868 1.2849 0.08 0.17 -0.48
H 4.5586 -2.9547 -0.8244 -0.24 0.35 0.18
H 6.5152 -1.0415 -1.0206 -0.63 -0.32 0.66
H 6.7230 -2.5355 -0.0508 -0.77 0.83 -0.03
H 6.2043 -1.0174 0.7761 -0.27 -0.49 -0.76
H 1.2304 -0.3482 -1.7810 0.62 -0.63 0.40
H 0.9352 -2.1148 -1.8585 0.64 0.66 0.34
H 3.0973 0.5194 -2.4219 -0.27 -0.63 -0.89
H 2.6892 0.0098 -4.1735 0.35 -0.46 1.35
H 5.3171 0.3507 -2.8428 -0.53 -0.60 -0.66
H 5.1317 -1.4205 -2.9576 -0.56 0.78 -0.66
H 5.0827 -0.3942 -4.4754 -0.24 -0.12 0.85
H -0.0549 0.1852 -0.1428 0.03 -0.29 0.79
H -0.0731 0.2358 1.6626 0.26 -0.68 -0.83
H -1.1993 -1.7937 -0.3162 0.18 -0.05 0.85
H -0.4831 -2.5960 1.1621 0.03 0.79 -0.57
H -2.1879 -0.1784 1.8625 -0.17 -0.81 -0.34
H -2.1377 -1.8054 2.6285 0.24 0.46 -0.91
H -4.1712 -2.2124 1.5918 0.38 0.40 -0.96
H -3.2203 -2.4961 0.0501 -0.17 0.48 0.92
H -3.2714 -0.0617 -0.5167 -0.68 -0.31 0.62
H -4.2815 0.2963 0.9257 -0.02 -0.56 -0.65
H -6.3143 -0.5870 -0.2845 0.78 0.12 -0.45
H -5.3131 -1.8620 -1.0579 -0.03 1.41 0.39
H -4.1395 0.1963 -2.4454 -0.79 -0.43 0.29
H -5.6668 -0.6270 -2.9818 0.44 0.65 0.66
H -5.8360 1.8629 -3.2244 -0.16 -0.33 0.85
H -7.0296 1.2295 -2.0245 0.79 0.27 -0.10
H -6.2223 3.2519 -1.0357 0.75 -0.76 -0.05
H -5.3647 1.9553 -0.1419 0.13 0.51 -0.71
H -4.2209 4.3133 -1.3703 0.09 -1.00 -0.20
H -3.7606 3.0442 -2.5705 -0.42 0.07 0.85
H -2.4208 1.8660 -1.0680 -0.40 0.66 0.79
H -3.2855 2.4253 0.4488 0.57 0.46 -0.85
H -0.7686 3.2749 -0.3298 -0.72 0.64 0.00
H -1.6584 4.5257 -1.2797 -0.30 -0.75 0.56
H -0.0258 4.0321 1.9163 -0.91 0.22 -0.60
H -0.7717 5.7079 3.9252 -0.46 -0.26 -1.06
H -3.1558 6.9219 2.9498 0.49 -0.81 -0.64
H -3.7121 5.7712 0.4896 0.96 -0.28 0.59
H 1.4137 -0.7604 3.0034 0.52 -0.70 -0.69
H 3.0905 -1.2281 2.5401 -0.72 -0.08 -0.36
C 1.4853 1.4866 5.5390 -0.17 -0.20 -0.12
N 1.8438 2.9248 5.4084 0.02 0.16 -0.02
O 1.2937 3.5632 4.5287 0.19 -0.07 0.09
O 2.6618 3.3583 6.1926 -0.19 -0.06 -0.23
H 0.7483 1.2406 4.7789 0.01 0.14 0.06
H 2.3960 0.9077 5.3982 0.00 0.07 0.18
H 1.0757 1.3396 6.5358 0.14 -0.02 -0.02
C -6.0695 -5.7801 -1.6079 -0.29 -0.03 -0.06
N -5.6739 -4.3511 -1.7128 -0.13 -0.23 -0.21
O -6.2251 -3.6740 -2.5575 0.28 0.07 0.27
O -4.8168 -3.9553 -0.9370 -0.17 -0.26 -0.29
H -6.8319 -5.9860 -2.3540 0.10 0.14 -0.01
H -5.1802 -6.3803 -1.7889 0.00 0.06 0.15
H -6.4583 -5.9443 -0.5994 0.36 0.19 -0.67
C -5.7037 -6.7274 3.0690 -0.01 0.31 0.11
N -6.1481 -7.4381 1.8401 0.01 -0.07 0.06
O -6.6834 -6.7723 0.9663 -0.06 -0.56 0.78
O -5.9466 -8.6309 1.7930 -0.09 0.31 -0.13
H -5.9477 -5.6736 2.9703 -0.02 -0.11 -0.08
H -6.2311 -7.1692 3.9113 0.12 -0.08 -0.06
H -4.6291 -6.8691 3.1586 -0.09 -0.13 0.04
C 3.3644 -2.8339 -6.3553 -0.14 -0.26 0.11
N 3.0506 -1.3837 -6.4647 -0.06 -0.09 -0.06
O 2.0708 -0.9732 -5.8673 0.18 -0.04 -0.38
O 3.7976 -0.7092 -7.1454 -0.21 -0.03 0.22
H 2.6185 -3.3052 -5.7218 0.01 0.14 -0.04
H 3.3386 -3.2516 -7.3596 0.13 0.07 0.03
H 4.3561 -2.9221 -5.9171 0.01 0.04 -0.16
C 2.8058 -0.1832 -10.4298 0.02 0.27 0.10
N 2.3831 -0.9408 -11.6380 -0.08 0.03 -0.18
O 1.8479 -0.3168 -12.5319 0.12 -0.24 0.16
O 2.6065 -2.1373 -11.6397 -0.06 0.24 0.01
H 2.5467 0.8630 -10.5635 -0.02 -0.11 -0.08
H 2.2784 -0.6051 -9.5778 0.12 -0.05 -0.04
H 3.8817 -0.3041 -10.3266 -0.09 -0.11 0.07
C 1.5212 7.6485 5.6345 0.07 -0.29 0.05
N 0.2850 8.4605 5.8071 -0.29 -0.17 0.15
O -0.6873 7.9044 6.2947 0.38 0.33 -0.26
O 0.3374 9.6184 5.4488 -0.09 -0.22 0.09
H 1.3307 6.6411 5.9938 -0.06 0.10 -0.01
H 1.7623 7.6393 4.5738 0.02 0.13 0.07
H 2.3102 8.1219 6.2144 -0.04 0.07 -0.13
C 1.9154 -5.8408 4.0686 0.17 0.11 0.06
N 0.9748 -6.4780 5.0284 -0.10 -0.02 0.21
O 0.7743 -5.9023 6.0811 -0.01 -0.16 -0.23
O 0.4747 -7.5307 4.6870 0.09 0.26 0.07
H 2.2822 -4.9151 4.5042 -0.09 -0.09 0.06
H 2.7328 -6.5391 3.9019 -0.12 -0.03 -0.09
H 1.3707 -5.6457 3.1502 -0.04 -0.24 0.09

---

(2)
73
Properties=species:S:1:pos:R:3:forces:R:3 method="wB97M-V/def2-TZVPD" max_force_ev_per_a=2.708 e_homo_ev="-7.64 / -7.64" gap_ev="6.14 / 6.14" lumo_energy_ev="-1.49 / -1.50" de_lowest_kj_mol=180.49 energy_ev=-105188.0789 charge=0 molar_mass_g_mol=766.2
Au -0.9136 -0.1086 0.3902 -1.02 -2.40 0.72
C 2.3882 4.9425 5.0715 0.02 0.06 -0.22
C 2.8327 5.0260 3.6092 0.14 0.49 0.49
C 4.3430 5.2141 3.4779 -0.09 -0.05 0.03
C 5.0839 3.9898 4.0033 -0.02 0.19 -0.04
C 4.5399 2.7453 3.3651 0.11 -0.05 0.05
C 5.3149 1.6095 3.2951 -0.19 -0.05 -0.07
C 4.8257 0.4649 2.6762 -0.27 0.08 -0.14
F 5.6098 -0.6305 2.6375 0.00 -0.01 0.03
C 3.5914 0.4425 2.0825 0.35 -0.03 0.09
C 2.7918 1.5882 2.1281 0.20 0.16 0.12
C 1.5038 1.5733 1.4328 0.07 0.51 0.15
O 1.2597 0.6460 0.6353 -0.10 -0.18 0.03
C 0.6597 2.6962 1.7032 -0.35 -0.25 -0.07
C 1.1767 3.7584 2.3815 0.03 -0.03 -0.09
N 2.4214 3.8284 2.8878 -0.28 0.10 -0.25
C 3.2475 2.7356 2.8058 0.17 -0.70 -0.21
C -0.8104 2.8502 1.2890 -0.32 0.15 -0.01
O -1.2137 3.9907 1.1168 0.17 0.75 0.01
O -1.5505 1.8201 1.2464 0.43 -0.01 -0.02
H 2.7283 5.8253 5.6065 -0.01 0.11 0.09
H 2.8003 4.0652 5.5620 0.04 -0.13 0.04
H 1.3041 4.8894 5.1389 -0.08 0.00 0.01
H 2.3252 5.8805 3.1446 0.09 -0.24 -0.02
H 4.6399 6.1014 4.0359 -0.03 0.06 -0.04
H 4.5962 5.3773 2.4270 -0.01 -0.01 0.03
H 4.9928 3.9249 5.0921 0.03 0.03 -0.05
H 6.1471 4.0759 3.7731 -0.01 -0.02 0.08
H 6.3058 1.6064 3.7203 0.16 -0.04 0.04
H 3.2259 -0.4352 1.5746 -0.01 -0.08 -0.07
H 0.5530 4.6344 2.5000 -0.02 0.05 0.01
C 1.1904 -3.4009 1.3225 -0.68 0.31 0.01
Ge -0.7429 -3.4948 0.8287 0.38 -1.69 -0.23
C -0.8149 -3.9968 -1.0995 -0.15 0.37 0.52
C -1.6155 -4.9767 1.8408 0.41 0.39 -0.35
C -1.6664 -1.8340 1.1298 1.31 2.03 -0.35
H 1.7114 -4.2882 0.9731 -0.12 -0.15 -0.10
H 1.3121 -3.3321 2.3991 -0.01 0.03 0.13
H 1.6450 -2.5268 0.8676 0.04 0.17 -0.08
H -0.1758 -4.8515 -1.2988 0.11 -0.13 0.14
H -0.4809 -3.1744 -1.7231 0.04 0.16 -0.09
H -1.8290 -4.2603 -1.3832 -0.16 -0.04 -0.04
H -1.1435 -5.9159 1.5686 0.05 -0.18 -0.01
H -2.6714 -5.0441 1.6008 -0.17 0.03 -0.08
H -1.5152 -4.8421 2.9119 0.03 0.06 0.19
H -2.4001 -1.7541 1.9188 -0.51 -0.21 0.08
C -4.9134 -1.5005 -2.2485 0.22 -0.21 -0.15
C -3.8908 -2.3522 -3.0031 -0.03 0.00 0.34
N -3.6570 -1.8870 -4.3582 -0.23 -0.10 -0.08
C -4.7684 -2.0563 -5.2868 -0.10 0.22 -0.37
C -5.4397 -0.7305 -5.6382 0.09 -0.20 0.02
C -2.4888 -1.4474 -4.8844 0.15 0.02 0.26
O -2.3505 -1.2376 -6.0775 0.10 0.00 -0.18
C -1.3459 -1.2063 -3.9399 0.28 0.13 0.06
C -0.0634 -1.6402 -4.2687 -0.21 0.07 0.20
C 0.9745 -1.3896 -3.3848 -0.08 -0.05 -0.09
C 0.7066 -0.7193 -2.2047 0.17 -0.04 -0.20
N -0.5076 -0.2723 -1.9079 0.05 0.63 -0.19
C -1.4981 -0.4764 -2.7651 -0.01 -0.17 -0.30
H -4.9586 -1.8209 -1.2098 -0.09 -0.04 0.08
H -5.8994 -1.6072 -2.6945 -0.12 0.06 0.04
H -4.6373 -0.4483 -2.2663 0.00 0.08 0.00
H -4.2556 -3.3876 -3.0643 0.11 0.12 0.07
H -2.9525 -2.3677 -2.4498 -0.07 -0.10 -0.12
H -5.4882 -2.7354 -4.8263 0.07 -0.03 -0.02
H -4.3870 -2.5121 -6.2066 -0.06 -0.02 0.18
H -5.8536 -0.2498 -4.7547 -0.03 0.05 0.06
H -6.2453 -0.9061 -6.3471 -0.10 0.02 -0.07
H -4.7173 -0.0628 -6.1004 0.03 0.05 -0.02
H 0.1075 -2.1635 -5.1970 -0.04 -0.05 -0.10
H 1.9776 -1.7198 -3.5988 0.13 -0.02 -0.04
H 1.4754 -0.5105 -1.4743 0.08 -0.02 0.08
H -2.4471 -0.0278 -2.5097 -0.11 -0.05 0.08

---

Which value of charge does entry 1 give?
+1